1.
{"formula": "C34H33BiN3O2PS2", "method": "ωB97M-V with the def2-TZVPD basis set", "homo_lumo_gap_ev": 5.6, "e_lumo_ev": 4.611, "multiplicity": 1, "charge": -2, "symbols": ["Bi", "H", "C", "H", "C", "C", "H", "N", "C", "H", "H", "H", "H", "C", "C", "C", "H", "C", "H", "H", "H", "C", "O", "H", "C", "C", "C", "H", "H", "H", "C", "C", "H", "C", "C", "H", "S", "C", "C", "C", "C", "C", "C", "C", "H", "H", "H", "H", "H", "C", "H", "C", "N", "C", "C", "P", "H", "O", "C", "H", "C", "H", "H", "N", "S", "C", "C", "H", "C", "C", "H", "H", "H", "H", "H", "C"], "positions_angstrom": [[0.631, 0.179, -0.220], [-4.039, -0.676, 1.481], [-0.908, 3.075, 5.414], [0.352, -3.362, -4.070], [4.008, 1.695, 2.160], [1.326, -2.133, -2.576], [4.923, -0.038, -1.473], [-1.922, 0.323, 1.734], [2.937, -4.228, 3.359], [2.276, -5.085, 3.320], [-0.483, 3.996, 5.795], [-0.422, -3.327, -2.478], [1.114, -1.428, -5.080], [-2.918, -0.464, -1.653], [4.561, -2.541, -0.509], [3.643, -1.027, -2.807], [-1.843, 2.570, 7.283], [2.155, -1.456, -4.782], [-2.842, 0.493, 6.410], [4.527, 3.678, 2.778], [-2.454, -0.175, 4.053], [5.826, 0.328, 1.381], [-0.049, 1.684, 1.552], [2.628, -2.314, -5.265], [-1.012, 1.135, 2.192], [4.889, 2.732, 2.395], [-1.680, 2.284, 6.251], [2.943, 1.784, 2.337], [-4.606, 0.683, 0.512], [5.661, -3.732, -1.954], [0.099, -2.727, -3.218], [3.874, -4.119, 4.378], [-4.894, -0.967, -0.059], [2.292, -1.539, -3.280], [-2.854, -0.285, -0.257], [3.938, -0.245, -3.519], [3.000, 1.155, -1.068], [4.471, 0.495, 1.641], [6.238, 2.572, 2.119], [6.706, 1.368, 1.617], [3.665, -2.115, 2.462], [-2.238, 1.112, 5.758], [-4.190, -0.323, 0.465], [3.868, -1.402, -0.309], [-0.082, 3.287, 3.437], [5.226, -1.131, 3.553], [4.883, -2.496, -3.908], [2.636, -0.556, -5.158], [5.407, -2.909, 5.255], [2.832, -3.230, 2.412], [-3.882, -0.805, -2.018], [4.588, -2.003, 3.492], [-1.775, -0.009, 0.410], [-2.548, -0.212, -4.071], [4.692, -3.004, 4.445], [3.205, -0.788, 1.287], [7.760, 1.246, 1.396], [-0.851, 0.378, -2.506], [-2.005, -0.087, -2.630], [-1.720, -0.160, -4.777], [-2.021, 0.730, 4.451], [-3.235, 0.611, -4.279], [6.929, 3.388, 2.292], [1.734, -0.456, 1.564], [1.293, -2.312, -0.827], [-0.682, 2.690, 4.108], [-1.238, 1.515, 3.606], [6.180, -0.615, 0.986], [3.878, -0.401, -1.425], [4.605, -2.185, -2.909], [4.717, -3.257, 0.286], [-0.568, -1.933, -3.545], [3.958, -4.900, 5.125], [2.104, -3.277, 1.615], [-3.077, -1.156, -4.199], [5.008, -2.873, -1.836]]}



2.
{"formula": "C3H7N3OS", "method": "ωB97M-V with the def2-TZVPD basis set", "homo_lumo_gap_ev": [8.2, 8.2], "e_lumo_ev": [-1.138, -1.140], "multiplicity": 1, "symbols": ["O", "S", "H", "H", "H", "H", "C", "H", "H", "N", "H", "N", "N", "C", "C"], "positions_angstrom": [[1.049, 1.182, 0.313], [-1.423, 0.132, -0.358], [-4.649, -0.095, 0.907], [-4.254, 0.394, -0.803], [-3.719, 1.377, 0.529], [3.150, 0.959, 0.240], [1.034, -0.003, -0.064], [2.102, -1.701, -0.629], [3.920, -0.440, 0.764], [2.137, -0.745, -0.236], [4.075, -0.119, -0.843], [-0.132, -0.724, -0.380], [-2.766, -0.428, 0.321], [-3.919, 0.265, 0.246], [3.395, -0.053, -0.008]]}



3.
{"formula": "C13H18HgIN2O2PS", "method": "ωB97M-V with the def2-TZVPD basis set", "homo_lumo_gap_ev": 3.4, "e_lumo_ev": -11.466, "multiplicity": 1, "charge": 2, "symbols": ["H", "H", "O", "C", "H", "H", "N", "C", "C", "H", "C", "C", "S", "C", "H", "H", "H", "C", "C", "H", "H", "C", "C", "Hg", "H", "O", "H", "P", "H", "C", "N", "C", "H", "C", "H", "H", "H", "I", "H"], "positions_angstrom": [[-0.517, 2.686, -0.574], [2.736, -1.547, -1.402], [2.330, -0.412, 2.705], [-2.115, 0.777, -0.944], [0.716, 2.702, -1.799], [4.203, -0.964, -0.677], [0.395, -2.573, -0.372], [-1.706, 0.346, 0.424], [2.575, 0.366, -0.383], [3.079, 0.992, -1.115], [-3.424, 0.738, -1.343], [3.136, -1.041, -0.537], [1.005, -2.950, -3.023], [0.507, 2.399, -0.778], [1.101, 3.082, 1.195], [2.467, 3.027, 0.020], [-1.384, 1.158, -1.670], [-0.678, -1.619, -0.132], [0.089, -0.180, 2.002], [2.978, -1.675, 0.325], [0.263, 0.866, 2.218], [1.302, -0.985, 2.463], [-1.883, -2.023, 0.737], [-5.113, -1.738, -2.292], [1.249, 4.254, -0.086], [-2.174, -3.068, 1.224], [-4.105, 1.466, -0.912], [0.799, 0.589, -0.723], [-0.755, -0.468, 2.616], [-0.301, -0.247, 0.489], [-2.607, -0.809, 0.740], [1.417, 3.215, 0.170], [-1.957, 1.043, 1.219], [0.554, -2.885, -1.546], [-1.166, -1.480, -1.098], [2.769, 0.821, 0.589], [-3.793, -0.070, -2.056], [1.217, -3.092, 2.780], [-3.210, -0.700, 1.546]]}



4.
{"formula": "C11H15N", "method": "ωB97M-V with the def2-TZVPD basis set", "homo_lumo_gap_ev": 8.8, "e_lumo_ev": 0.960, "multiplicity": 1, "smiles": "Cc1c[nH]c2ccccc12.CC", "symbols": ["C", "H", "H", "C", "C", "N", "H", "H", "C", "H", "H", "C", "H", "H", "C", "C", "C", "H", "H", "C", "H", "H", "C", "C", "H", "H", "H"], "positions_angstrom": [[1.700, 1.127, -1.791], [1.999, 1.213, -2.838], [1.139, -3.469, 1.554], [-0.495, 0.873, -0.379], [-1.041, 1.153, 1.919], [-1.867, 0.086, -1.969], [2.303, -1.913, -0.342], [2.022, -0.650, 0.911], [0.257, 0.763, -1.612], [-0.953, 1.482, 2.954], [-3.920, 0.723, 0.208], [1.649, -2.530, 1.724], [2.395, 0.507, -1.232], [-0.434, 0.002, -3.566], [-2.414, 0.951, 1.592], [-0.604, 0.241, -2.535], [-0.101, 1.167, 0.934], [1.705, 2.180, -1.458], [2.660, -2.628, 2.144], [1.690, -1.609, 0.503], [-2.732, -0.231, -2.381], [0.870, 1.670, 0.962], [-2.838, 0.734, 0.286], [-1.804, 0.483, -0.644], [0.683, -1.482, 0.081], [-3.106, 1.122, 2.399], [1.235, -1.963, 2.574]]}



5.
{"formula": "C3H13N2O3", "method": "ωB97M-V with the def2-TZVPD basis set", "homo_lumo_gap_ev": 5.4, "e_lumo_ev": -8.614, "multiplicity": 1, "charge": 1, "symbols": ["O", "H", "H", "C", "H", "C", "H", "C", "H", "H", "H", "N", "H", "H", "H", "H", "H", "H", "O", "O", "N"], "positions_angstrom": [[0.070, -2.201, -0.022], [-2.408, -0.090, 0.890], [-0.565, -1.401, 0.084], [-1.819, 0.941, -1.005], [-0.271, -0.521, 2.600], [-0.305, 0.843, 0.997], [2.059, -1.685, -0.673], [-1.543, 0.157, 0.278], [1.322, -0.079, 0.304], [0.263, -2.496, 0.946], [-2.771, 0.688, -1.429], [-0.870, 0.761, -2.138], [-1.135, -0.074, -2.718], [0.161, 0.807, -1.975], [-1.735, 2.027, -0.749], [0.341, 0.996, 3.063], [-0.544, 1.875, 0.999], [3.314, -0.968, -1.314], [0.879, 0.814, 0.198], [2.750, -0.967, -0.557], [0.068, 0.396, 2.338]]}



Calculated total energy values (in Eh) by entry order: -2982.48946, -756.11631, -1955.91966, -482.88101, -456.89649.